# 1
The ion C5H5N2O with charge +1, computed with ωB97M-V/def2-TZVPD.

XYZ file:
```
13
Properties=species:S:1:pos:R:3:lowdin_charge:R:1
O -2.52804 1.06789 -0.08224 0.257
N 1.56273 -0.70433 -0.07837 0.136
N -0.22754 0.61504 -0.61541 0.095
C 0.66354 1.39989 0.06439 0.174
C 0.33379 -0.80750 -0.64937 -0.169
C 1.85138 0.49421 0.18723 -0.025
C -0.99647 -1.09327 0.28825 0.107
C -1.63829 0.31805 -0.06657 -0.242
H -0.71832 -0.93274 1.23988 0.095
H 0.04763 -1.50037 -1.42934 0.179
H 2.82217 0.63390 0.70021 0.151
H -1.71001 -1.83631 0.05328 0.126
H 0.53742 2.34555 0.38806 0.115
```

SMILES ... O=C1C[C@@H]2N=CC=[N+]12
Energy relative to the best compared isomer or geometry (same formula, charge and spin) ... 2.1988 eV
Net charge ... +1
Strongest force on any atom ... 0.1455 hartree/bohr
HOMO-LUMO gap ... 9.483 eV
Total energy ... -10282.938 eV
LUMO level ... -6.56 eV

# 2
A structure of composition C17H16LuN2O5, computed with ωB97M-V/def2-TZVPD.

XYZ file:
```
41
Properties=species:S:1:pos:R:3:lowdin_charge:R:1
Lu 0.22216 0.10981 0.93595 1.503
O -3.08946 1.18803 0.67442 0.256
O -0.42619 2.49964 3.34964 0.239
O 0.72218 -1.84677 1.57212 -0.212
O -0.40366 2.90716 -1.17558 0.253
O 3.13831 1.95318 0.11012 0.244
N 1.65576 -1.25658 4.83522 -0.022
N 0.75198 -1.63404 3.89965 0.061
C -1.29357 -0.50694 4.66214 -0.061
C 4.05861 -0.65783 5.01144 0.025
C 2.18789 1.33957 0.35872 0.010
C 1.28404 -0.98626 6.20915 0.051
C 2.76393 -1.44906 2.93004 0.097
C -2.68894 -0.43264 4.66462 -0.040
C 1.38624 -1.69174 2.69458 -0.416
C -0.10082 -2.64708 -3.22301 -0.068
C -0.18502 1.70039 2.54552 -0.009
C -0.67926 -1.61010 4.07732 -0.202
C -3.45363 -1.44775 4.07001 -0.025
C -0.16919 1.94171 -0.57660 -0.052
C -0.08636 -1.43626 -3.80920 -0.082
C 2.86767 -1.10563 4.26018 -0.219
C -2.81695 -2.54312 3.46216 -0.020
C -2.01634 0.76842 0.76952 -0.028
C -1.42732 -2.61444 3.44884 0.003
H -3.40932 -3.33732 2.99925 0.136
H 0.99394 0.06557 6.34761 0.112
H -0.90432 -3.43425 2.95593 0.138
H 0.86365 -0.92786 -4.05956 0.056
H 2.16831 -1.18378 6.82095 0.116
H 3.51886 -1.40877 2.16232 0.140
H 4.26804 -1.28207 5.89566 0.118
H 4.92301 -0.71863 4.33486 0.111
H 3.96330 0.39431 5.32754 0.117
H 0.47183 -1.64306 6.54590 0.129
H -1.04148 -3.15350 -2.96204 0.059
H -0.68299 0.29823 5.08169 0.100
H -1.01742 -0.88970 -4.03861 0.056
H -3.18283 0.42288 5.13904 0.133
H 0.81886 -3.19581 -2.99726 0.057
H -4.55177 -1.38338 4.07502 0.137
```

Energy relative to the best compared isomer or geometry (same formula, charge and spin) ... 1.5892 eV
Net charge ... +3
Strongest force on any atom ... 0.1478 hartree/bohr
HOMO-LUMO gap ... 4.075 eV
Total energy ... -64695.236 eV
LUMO level ... -13.36 eV

# 3
The ion BH6O4P2 with charge -1, computed with ωB97M-V/def2-TZVPD.

XYZ file:
```
13
Properties=species:S:1:pos:R:3:lowdin_charge:R:1
P -0.96029 -1.53324 0.80440 0.554
P 0.99704 0.51475 -0.65600 0.402
O 1.85020 -0.20841 -1.62009 -0.352
O -2.30046 -2.19841 0.95488 -0.556
O 0.91646 2.14218 -0.95153 -0.214
O 1.76190 0.62654 0.78894 -0.205
B -0.81409 -0.05800 -0.41088 -0.673
H -1.46923 0.84409 0.07428 0.004
H 1.63007 1.50081 1.16388 0.051
H -0.44468 -1.09167 2.05470 -0.032
H 0.06944 -2.47070 0.51799 -0.024
H 0.02159 2.33753 -1.24371 0.039
H -1.25795 -0.40546 -1.47686 0.006
```

Net charge ... -1
Strongest force on any atom ... 0.0036 hartree/bohr
HOMO-LUMO gap ... 8.646 eV
Total energy ... -27546.207 eV
LUMO level ... 3.44 eV